No. 1
A structure of composition Cl2FMg in a non-equilibrium geometry. Source: the OMol25 dataset; level of theory: ωB97M-V/def2-TZVPD.

Properties
molar mass = 114.21 g mol⁻¹
frontier orbital gap (spin up / spin down) = 11.04 / 4.21 eV
E_HOMO (spin up / spin down) = -12.00 / -10.70 eV
spin multiplicity = 2
expectation value of S² = 0.76
LUMO level (spin up / spin down) = -0.957 / -6.482 eV

Cartesian coordinates (Å):
1 Mg 0.46018 0.13810 0.12163
2 F -0.68328 1.55034 0.88238
3 Cl 0.48695 0.01442 -2.20657
4 Cl -0.26385 -1.70286 1.20256

Forces on the atoms, in the same order (eV/Å):
-1.8 2.1 -0.1
1.5 -1.5 -0.7
0.2 -0.2 0.7
0.1 -0.4 0.0



No. 2
A structure of composition Cl2FMgN2O6 in a non-equilibrium geometry. Source: the OMol25 dataset; level of theory: ωB97M-V/def2-TZVPD.

Properties
total charge = -3
molar mass = 238.22 g mol⁻¹
frontier orbital gap = 7.38 eV
E_HOMO = 0.97 eV
LUMO level = 8.349 eV

Cartesian coordinates (Å):
1 Mg 7.06734 5.83589 2.98528
2 Cl 8.35723 5.04437 4.73511
3 Cl 5.89073 7.31308 1.57837
4 F 7.95723 4.74210 1.70062
5 N 8.73037 9.18306 4.09954
6 O 8.21179 8.09983 3.82390
7 O 10.01820 9.09579 3.99459
8 O 8.20886 10.25772 4.15113
9 N 4.27236 4.18000 3.02838
10 O 5.42972 4.54781 3.14296
11 O 3.33940 4.48714 3.63283
12 O 3.98417 3.41924 2.10313

Forces on the atoms, in the same order (eV/Å):
0.4 -0.7 -1.1
0.1 -0.2 1.0
-0.3 0.4 -0.1
0.0 0.3 0.0
4.7 -3.5 -3.5
-2.6 0.0 1.0
0.2 1.5 1.3
-2.1 2.3 1.2
1.8 -2.4 -5.1
1.5 0.9 1.6
-4.7 3.9 6.6
1.1 -2.5 -2.8